(w)
The following is a DFT calculation (ωB97M-V/def2-TZVPD) of an isolated molecule of C3H5IO2.

Properties
SMILES: CO[C@H](I)C=O
total charge: 0

Last column: Löwdin charge in e.
Atoms and positions in Å:
H  0.571  1.274  1.610  0.08
C  -1.259  -0.931  -1.238  -0.34
H  -1.024  -0.463  0.792  0.07
H  2.009  0.738  0.965  0.07
H  1.081  2.247  0.454  0.07
C  -0.387  -0.472  -0.100  -0.64
O  -1.003  -0.947  -2.403  0.08
C  1.129  1.247  0.696  -0.06
H  -2.336  -0.985  -0.892  0.14
O  0.394  0.615  -0.368  -0.17
I  0.826  -2.323  0.485  0.69

(x)
The following is a DFT calculation (ωB97M-V/def2-TZVPD) of a cluster of 3 separate species, C3H5IO2 in total.

Properties
total charge: 0

Last column: Löwdin charge in e.
Atoms and positions in Å:
I  4.659  -0.377  -0.138  0.33
H  -1.644  0.681  -0.099  0.10
C  0.826  3.694  1.011  0.00
H  0.441  0.930  0.391  0.07
C  -1.026  -0.121  -0.607  -0.04
O  1.400  -0.629  -0.438  -0.05
H  3.035  -0.529  0.127  -0.34
H  -1.045  -0.178  -1.654  0.06
C  0.404  0.005  -0.170  -0.29
O  1.053  4.791  1.108  0.04
H  -1.401  -1.168  -0.429  0.11

(x) wins, 0.0148 hartree ahead of the next structure.